C4H10S | wB97M-V/def2-TZVPD

Last column: Löwdin spin population.
Geometry (Å):
H -2.540298 2.768055 1.741494  0.00
C -2.684014 2.007382 2.411544  0.00
H 3.564728 -2.119063 -2.187995  0.00
C -3.793447 1.216565 2.460974  0.00
H 1.930203 0.347085 -1.856091  0.00
H 2.002923 -2.518559 -2.298663  0.00
C 2.669281 -1.603957 -2.522651  0.04
H 0.055517 -0.335525 -0.001185  0.03
S 1.125745 -1.134294 -0.200967  0.82
C 2.323445 -0.527717 -1.440015  0.08
H -1.961266 1.898142 3.305636  0.00
H 2.556369 -1.386291 -3.555278  0.01
H -4.807084 1.059773 1.893106  0.00
H -3.731009 0.548111 3.313179  0.00
H 3.288907 -0.219708 -1.063089  0.02

Cartesian forces, eV/Å:
H 0.5 1.8 -1.6
C -1.5 -2.6 2.7
H 0.7 0.6 -0.7
C 0.0 -0.1 0.2
H -0.8 1.3 -0.7
H 0.3 1.3 -0.8
C -1.8 -3.3 3.2
H 0.2 0.8 -0.6
S 1.2 -1.3 0.1
C 0.0 -0.2 -1.1
H -1.1 0.2 -1.8
H 0.1 0.7 -0.6
H 2.5 1.0 0.6
H -0.4 -0.2 0.0
H 0.0 0.0 1.3

Computed properties:
HOMO-LUMO gap (spin up / spin down): 8.12 / 3.17 eV
HOMO (spin up / spin down): -12.50 / -12.50 eV
net charge: +1
⟨S²⟩: 0.753
electronic energy: -556.152840 Eh
2S+1: 2
lowest unoccupied orbital energy (spin up / spin down): -4.38 / -9.33 eV